{"formula": "C30H48BrN3P2SeSn", "method": "wB97M-V/def2-TZVPD", "species": ["N", "C", "C", "C", "C", "C", "C", "Sn", "P", "C", "C", "C", "C", "C", "C", "C", "Br", "H", "H", "H", "H", "H", "H", "H", "H", "H", "H", "P", "C", "C", "H", "H", "H", "H", "H", "C", "C", "H", "H", "H", "H", "H", "C", "C", "H", "H", "H", "H", "H", "C", "C", "H", "H", "H", "H", "H", "C", "C", "H", "H", "H", "H", "H", "C", "C", "H", "H", "H", "H", "H", "C", "N", "C", "C", "N", "C", "C", "Se", "H", "H", "H", "H", "H", "H", "H", "H"], "xyz": [[-4.891, -1.545, 3.176], [-4.560, -0.434, 3.856], [-4.753, 0.845, 3.335], [-5.307, 0.954, 2.034], [-5.760, -0.241, 1.385], [-5.560, -1.463, 2.023], [-5.159, 2.193, 1.349], [0.090, 0.932, -1.292], [3.599, -0.107, -1.680], [-4.977, 2.212, -0.017], [-3.877, 2.727, -0.719], [-3.562, 2.218, -2.010], [-2.201, 2.126, -2.327], [-1.344, 2.524, -1.288], [-1.616, 3.352, -0.205], [-2.974, 3.561, -0.019], [1.624, 2.519, -2.523], [-4.942, 3.083, 1.957], [-5.860, 2.044, -0.631], [-4.351, 1.716, 3.857], [-6.141, -0.217, 0.355], [-4.109, -0.565, 4.849], [-5.916, -2.397, 1.561], [-4.336, 1.766, -2.670], [-3.372, 4.165, 0.780], [-1.800, 1.560, -3.175], [-0.840, 3.668, 0.477], [-0.494, -1.934, -1.091], [4.231, 1.564, -1.091], [5.023, 2.465, -2.023], [4.787, 1.381, -0.156], [3.303, 2.109, -0.827], [5.081, 3.467, -1.574], [6.058, 2.134, -2.164], [4.532, 2.591, -2.993], [3.492, -0.477, -3.489], [4.550, 0.140, -4.397], [2.446, -0.235, -3.785], [3.618, -1.574, -3.592], [4.180, 0.212, -5.430], [4.882, 1.142, -4.111], [5.437, -0.514, -4.390], [4.914, -1.224, -1.090], [6.346, -0.748, -1.351], [4.750, -2.247, -1.494], [4.743, -1.304, 0.008], [7.029, -1.582, -1.136], [6.510, -0.428, -2.389], [6.592, 0.093, -0.686], [0.446, -3.339, -0.392], [1.903, -3.414, -0.844], [-0.077, -4.260, -0.700], [0.380, -3.250, 0.704], [2.329, -4.366, -0.487], [2.011, -3.397, -1.938], [2.501, -2.577, -0.448], [-0.747, -2.475, -2.832], [-1.531, -1.458, -3.649], [-1.274, -3.436, -2.774], [0.253, -2.662, -3.253], [-1.424, -1.682, -4.717], [-2.603, -1.470, -3.418], [-1.174, -0.425, -3.504], [-2.156, -2.331, -0.399], [-2.153, -2.508, 1.118], [-2.499, -3.260, -0.881], [-2.825, -1.513, -0.714], [-3.177, -2.630, 1.496], [-1.593, -3.400, 1.434], [-1.697, -1.639, 1.618], [1.871, 2.539, 2.887], [0.787, 1.822, 3.512], [0.463, 1.965, 4.867], [-0.356, 0.926, 5.190], [-0.445, 0.104, 4.064], [-0.944, -1.261, 4.086], [0.309, 0.626, 3.041], [0.949, -0.218, 1.555], [1.810, 2.515, 1.797], [2.830, 2.101, 3.189], [1.825, 3.570, 3.260], [0.872, 2.779, 5.457], [-0.791, 0.664, 6.146], [-1.014, -1.577, 5.138], [-1.942, -1.359, 3.630], [-0.228, -1.929, 3.572]], "orbital_gap_ev": [4.064, 4.027], "energy_ha": -7207.93301, "de_lowest_kj_mol": 547.7, "charge": 2}